The following is a DFT calculation (ωB97M-V/def2-TZVPD) of a 2-piece molecular cluster, C2H5ClIN overall at a distorted geometry.

For the lowest unoccupied orbital energy (alpha / beta), the calculation gives -0.1 / -1.3 eV. For the HOMO energy (alpha / beta), the calculation gives -9.26 / -7.49 eV. The calculation puts the largest force on an atom at 0.0716 hartree/bohr. As for the HOMO-LUMO gap (alpha / beta): 0.3376 / 0.2280 Ha. The electronic energy comes out at -891.6757 Eh. The total charge is 0. As for the spin multiplicity: 1.

Element x y z (Å)
C  1.070  0.112  -0.745
C  -0.098  -0.654  -1.168
N  -1.163  0.820  1.404
Cl  -0.318  -2.157  -0.391
I  -1.823  -0.811  2.298
H  1.951  -0.313  -0.177
H  0.658  0.940  -0.017
H  1.559  0.688  -1.626
H  -0.972  -0.224  -1.668
H  -0.865  1.598  2.090

Atoms 1-2, force components in eV/Å:
C 1.316 3.414 0.409
C 0.137 -0.625 -0.041